A structure of composition C28H22N2O4. Source: the OMol25 dataset; level of theory: the ωB97M-V functional and the def2-TZVPD basis.

Its charge is 0. Its relative energy (zero: lowest compared OMol25 entry of this formula, charge and spin) is 259.23 kJ/mol. The calculation puts the energy at -40554.5600 eV. The HOMO energy is -8.11 eV. The maximum force is 4.15 eV/A. As for the spin multiplicity: 1.

```
56
Properties=species:S:1:pos:R:3:forces:R:3:lowdin_charge:R:1
O 4.443 3.339 3.220 -2.041 0.754 -0.649 0.056
O 3.092 5.070 3.124 0.403 -2.257 -0.447 0.052
O -6.508 3.687 1.087 0.900 -1.361 -1.026 0.065
O -6.761 2.486 -0.724 0.941 0.531 1.556 0.052
N -6.102 2.836 0.276 -2.845 1.104 -0.581 -0.329
N 3.352 3.865 2.912 1.908 1.536 1.157 -0.317
C -3.994 2.574 1.527 -0.250 0.030 0.037 0.012
C -2.081 -1.475 -2.576 -0.326 -0.279 1.330 -0.040
C 4.702 -0.936 -0.932 -0.306 -0.279 -0.120 -0.040
C 1.139 3.646 1.914 -0.186 -0.298 -0.190 0.011
C -3.058 0.849 -0.451 0.203 0.360 0.016 -0.008
C -2.150 1.205 0.565 -1.850 -0.647 -0.033 -0.156
C -3.202 -2.301 -2.819 1.069 0.248 0.115 -0.072
C 2.338 3.051 2.285 -0.935 -1.063 -0.145 -0.160
C 0.262 1.446 1.166 0.856 -0.190 0.063 -0.158
C -0.806 0.508 0.621 0.346 -0.756 1.633 -0.053
C -1.322 -1.641 -1.377 -0.890 -1.082 -0.240 -0.231
C 1.001 -1.361 -0.742 2.949 -0.387 0.269 -0.092
C 5.964 -3.005 -0.837 -0.137 0.375 -0.186 -0.086
C 3.474 -1.651 -0.926 1.931 -0.957 0.042 -0.227
C 5.930 -1.597 -0.904 0.044 -0.466 0.172 -0.082
C -2.653 -3.627 -0.879 0.206 -0.358 -0.033 -0.077
C -3.479 -3.378 -1.976 0.035 0.080 -0.009 -0.088
C 4.762 -3.732 -0.845 0.155 0.062 0.125 -0.088
C -1.562 -2.802 -0.615 -0.393 0.530 0.473 -0.042
C 1.486 0.887 1.620 0.044 0.310 -0.381 -0.023
C 3.535 -3.072 -0.889 -0.096 0.580 -0.103 -0.029
C 0.143 2.861 1.317 -0.302 0.041 -0.648 -0.023
C -2.703 2.054 1.591 1.061 -0.305 -0.221 -0.025
C -0.266 -0.723 -0.884 -1.250 3.937 -0.364 -0.133
C 2.515 1.662 2.134 0.044 1.019 0.230 0.018
C -4.828 2.238 0.455 2.324 -1.163 -0.273 -0.165
C 2.267 -0.884 -0.996 -2.781 -0.067 0.971 -0.043
C -4.350 1.337 -0.520 -1.070 0.751 0.395 0.029
H -0.949 -2.978 0.289 -0.458 0.035 -0.598 0.122
H 0.968 -2.404 -0.411 -0.118 0.222 -0.340 0.101
H -4.325 -4.037 -2.185 0.235 0.280 0.111 0.106
H 3.461 1.252 2.461 -0.102 -0.198 -0.101 0.119
H -2.756 0.201 -1.256 0.037 0.016 0.221 0.072
H 4.792 -4.833 -0.812 -0.041 0.655 -0.042 0.108
H 6.869 -1.019 -0.924 -0.576 -0.363 0.026 0.109
H 0.989 4.712 2.111 0.052 -0.462 -0.296 0.126
H -4.388 3.226 2.317 0.328 -0.274 -0.418 0.127
H -0.730 3.420 0.923 0.593 -0.682 0.404 0.121
H 2.403 0.179 -1.098 -0.063 0.336 -0.542 0.111
H -5.054 1.054 -1.312 0.586 0.092 0.264 0.126
H -0.826 -0.459 1.163 -0.335 1.113 0.555 0.136
H 6.927 -3.534 -0.816 -0.513 0.294 0.011 0.104
H 4.667 0.162 -0.985 0.052 -0.518 0.038 0.114
H -1.869 -0.629 -3.220 -0.024 -0.042 -0.023 0.115
H -2.061 2.355 2.437 -0.559 -0.328 -0.496 0.120
H -3.828 -2.097 -3.683 0.114 -0.100 0.087 0.104
H 2.603 -3.651 -0.932 0.475 0.218 0.033 0.110
H -2.846 -4.488 -0.225 0.060 0.423 -0.343 0.110
H -0.315 0.317 -1.237 0.732 -1.041 -1.732 0.128
H 1.687 -0.166 1.472 -0.235 -0.009 0.246 0.104
```
Forces are in eV/Å.



The ion C2H6N3O2S with charge -1. Source: the OMol25 dataset; level of theory: the ωB97M-V functional and the def2-TZVPD basis.

Its charge is -1. Its relative energy (zero: lowest compared OMol25 entry of this formula, charge and spin) is 0.00 kJ/mol. The calculation puts the energy at -21568.3107 eV. The HOMO energy is -4.08 eV. The maximum force is 4.93 eV/A. As for the SMILES: CS[C@@H](N)N=[N+]([O-])[O-]. As for the spin multiplicity: 1.

```
14
Properties=species:S:1:pos:R:3:forces:R:3:lowdin_charge:R:1
S 1.725 -0.362 0.905 -0.488 0.878 -0.220 0.729
O -2.363 0.444 1.060 0.879 -0.200 -0.544 -0.135
O -2.856 -0.633 -0.801 0.540 0.605 0.816 -0.167
N -1.982 -0.025 -0.065 -2.706 -0.683 -0.287 -0.596
N -0.837 0.050 -0.593 3.675 1.812 2.198 0.030
N 0.847 1.925 -0.221 0.682 2.774 -4.016 -0.086
C 1.070 -1.808 0.013 -0.331 1.941 -0.203 -0.434
C 0.363 0.849 0.479 -2.068 -3.212 -2.317 -0.629
H 0.072 2.576 -0.602 1.287 -1.527 1.307 0.109
H 0.006 -1.650 0.221 0.203 -1.333 0.111 0.004
H 1.316 1.633 -1.144 -0.755 0.208 1.992 0.090
H 1.627 -2.634 0.454 -0.417 -0.325 -0.629 0.013
H -0.113 1.158 1.357 -0.951 0.199 1.189 0.040
H 1.126 -1.524 -1.062 0.451 -1.137 0.604 0.032
```
Forces are in eV/Å.



The molecule C4H12N2S. Source: the OMol25 dataset; level of theory: the ωB97M-V functional and the def2-TZVPD basis.

Its charge is 0. Its relative energy (zero: lowest compared OMol25 entry of this formula, charge and spin) is 35.64 kJ/mol. The calculation puts the energy at -18157.6492 eV. The HOMO energy is -8.99 eV. The maximum force is 1.40 eV/A. As for the SMILES: C[C@H](CS)NCN. As for the spin multiplicity: 1.

```
19
Properties=species:S:1:pos:R:3:forces:R:3:lowdin_charge:R:1
S -2.609 -1.454 -0.492 -0.108 0.045 -0.102 0.703
N 0.810 0.392 0.309 -0.181 0.147 0.255 -0.041
N 1.425 0.601 2.645 -0.111 -0.494 0.423 0.012
C -0.102 -0.225 -0.681 0.571 0.327 1.029 -0.496
C 0.664 -0.125 1.676 -0.082 0.131 -0.341 -0.335
C 0.274 0.328 -2.024 0.385 0.178 -1.339 -0.081
C -1.574 0.040 -0.378 -0.200 -0.249 -0.205 -0.525
H -1.764 0.365 0.641 0.138 0.277 -0.082 0.050
H -0.305 -0.044 -2.877 -0.112 -0.308 0.334 0.082
H 0.194 1.413 -2.101 -0.249 0.104 0.527 0.085
H 0.075 -1.289 -0.587 -0.185 -0.618 -0.577 0.109
H 0.939 -1.181 1.758 0.047 -0.154 -0.015 0.122
H 2.350 0.232 2.778 0.181 0.365 -0.074 0.059
H -0.384 -0.067 1.930 -0.346 0.018 0.125 0.091
H 1.372 1.600 2.554 0.207 0.107 -0.143 0.066
H -1.933 0.784 -1.084 -0.259 0.141 0.239 0.072
H 1.749 0.134 0.021 0.095 0.296 -0.151 0.103
H -2.498 -1.645 -1.813 0.030 -0.008 -0.003 -0.151
H 1.316 0.142 -2.276 0.181 -0.304 0.099 0.074
```
Forces are in eV/Å.



Q: Among the records above, which one has the highest maximum force?
A: C2H6N3O2S